Arrangement 1

Below is an isolated ion of composition C4H11NOP and charge +1, with properties calculated with ωB97M-V with the def2-TZVPD basis set.

Bonds (Å) are listed after each position.
Geometry (Å):
1 C 0.02 0.81 0.43  C2 1.549, C4 1.468, O6 1.374, H14 1.110
2 C -0.30 1.67 -0.81  C1 1.549, H8 1.083, H9 1.057, H10 1.125
3 C 1.41 -1.50 -0.76  N5 1.418, H11 1.063, H12 1.056, H13 1.169
4 C -0.56 -0.45 -0.05  C1 1.468, N5 1.279, P7 1.841
5 N 0.01 -1.47 -0.57  C3 1.418, C4 1.279, H15 0.983
6 O 1.36 0.80 0.72  C1 1.374, H16 0.987
7 P -2.36 -0.59 0.30  C4 1.841, H17 1.361, H18 1.481
8 H -1.27 1.39 -1.19  C2 1.083
9 H -0.38 2.72 -0.72  C2 1.057
10 H 0.67 1.56 -1.37  C2 1.125
11 H 1.60 -1.61 -1.80  C3 1.063
12 H 1.80 -0.56 -0.49  C3 1.056
13 H 1.82 -2.44 -0.20  C3 1.169
14 H -0.54 1.03 1.37  C1 1.110
15 H -0.30 -2.36 -0.86  N5 0.983
16 H 1.61 1.59 1.26  O6 0.987
17 H -2.56 0.76 0.35  P7 1.361
18 H -2.66 -0.63 -1.15  P7 1.481

For the molar mass, the calculation gives 120.11 g/mol. For the orbital gap, the calculation gives 10.40 eV. Its structure (SMILES) is C/[NH+]=C(/P)[C@H](C)O. As for the total charge: +1. As for the lowest unoccupied orbital energy: -4.28 eV. Its highest occupied orbital energy is -14.69 eV.

Atomic partial charges in e from the natural (NBO) method, atoms 1 to 6: atom 1 (C): 0.002, atom 2 (C): -0.646, atom 3 (C): -0.445, atom 4 (C): 0.212, atom 5 (N): -0.450, atom 6 (O): -0.717



Arrangement 2

Below is an isolated ion of composition C4H11NOP and charge +1, with properties calculated with ωB97M-V with the def2-TZVPD basis set.

Bonds (Å) are listed after each position.
Geometry (Å):
1 C 0.28 0.83 -1.14  C4 1.540, H8 1.097, H9 1.071, H10 1.178
2 C 0.46 0.89 1.28  C4 1.523, H11 1.169, H12 1.185, H13 1.065
3 C -1.80 -0.93 0.02  N5 1.525, H14 1.066, H15 0.998, H16 1.055
4 C 0.61 -0.05 0.09  C1 1.540, C2 1.523, N5 1.502, P7 1.983
5 N -0.31 -1.21 -0.15  C3 1.525, C4 1.502, H17 1.043, H18 0.997
6 O 3.42 0.41 0.00  P7 1.458
7 P 2.48 -0.70 0.06  C4 1.983, O6 1.458
8 H 0.44 0.35 -2.11  C1 1.097
9 H 1.05 1.55 -1.27  C1 1.071
10 H -0.79 1.32 -1.16  C1 1.178
11 H 0.48 0.35 2.31  C2 1.169
12 H -0.52 1.55 1.40  C2 1.185
13 H 1.17 1.69 1.26  C2 1.065
14 H -2.13 -0.49 -0.89  C3 1.066
15 H -2.28 -1.78 0.25  C3 0.998
16 H -2.00 -0.06 0.58  C3 1.055
17 H -0.30 -2.05 0.48  N5 1.043
18 H -0.25 -1.68 -1.03  N5 0.997

For the molar mass, the calculation gives 120.11 g/mol. For the orbital gap, the calculation gives 8.63 eV. Its structure (SMILES) is C[NH2+]C(C)(C)P=O. As for the total charge: +1. As for the lowest unoccupied orbital energy: -5.08 eV. Its highest occupied orbital energy is -13.70 eV.

Atomic partial charges in e from the natural (NBO) method, atoms 1 to 6: atom 1 (C): -0.670, atom 2 (C): -0.678, atom 3 (C): -0.414, atom 4 (C): -0.260, atom 5 (N): -0.514, atom 6 (O): -0.902



Quick look at relative energies in hartree: arrangement 1 0.0032; arrangement 2 0.0000.



Arrangement 1

Below is a 11-piece molecular cluster, C27H76O11 overall, with properties calculated with ωB97M-V with the def2-TZVPD basis set.

Bonds (Å) are listed after each position.
Geometry (Å):
1 C 3.96 0.28 2.30  C2 1.547, H5 1.097, H6 1.097, H7 1.087
2 C 4.47 -0.31 3.64  C1 1.547, C3 1.531, O4 1.404, H8 1.088
3 C 3.73 -1.62 3.92  C2 1.531, H9 1.094, H10 1.091, H11 1.093
4 O 5.86 -0.47 3.54  C2 1.404, H12 0.960
5 H 4.10 1.36 2.35  C1 1.097
6 H 2.86 0.26 2.24  C1 1.097
7 H 4.41 -0.17 1.42  C1 1.087
8 H 4.19 0.43 4.39  C2 1.088
9 H 3.93 -1.99 4.93  C3 1.094
10 H 3.93 -2.46 3.26  C3 1.091
11 H 2.65 -1.48 3.84  C3 1.093
12 H 6.11 -1.02 2.79  O4 0.960
13 C -0.64 -2.03 -4.32  C14 1.514, H17 1.091, H18 1.098, H19 1.090
14 C 0.59 -1.25 -3.94  C13 1.514, C15 1.527, O16 1.410, H20 1.097
15 C 1.80 -1.58 -4.81  C14 1.527, H21 1.094, H22 1.094, H23 1.092
16 O 0.31 0.13 -3.78  C14 1.410, H24 0.964
17 H -0.39 -3.08 -4.46  C13 1.091
18 H -1.09 -1.70 -5.26  C13 1.098
19 H -1.46 -1.88 -3.60  C13 1.090
20 H 0.93 -1.64 -2.97  C14 1.097
21 H 2.23 -2.56 -4.62  C15 1.094
22 H 2.65 -0.95 -4.51  C15 1.094
23 H 1.59 -1.55 -5.89  C15 1.092
24 H 0.13 0.56 -4.63  O16 0.964
25 C 1.31 3.89 2.63  C26 1.538, H29 1.097, H30 1.091, H31 1.087
26 C 1.30 4.37 4.09  C25 1.538, C27 1.518, O28 1.438, H32 1.089
27 C 2.04 3.40 4.98  C26 1.518, H33 1.095, H34 1.094, H35 1.090
28 O 1.99 5.63 4.14  C26 1.438, H36 0.963
29 H 0.82 2.90 2.61  C25 1.097
30 H 2.34 3.70 2.33  C25 1.091
31 H 0.77 4.52 1.92  C25 1.087
32 H 0.29 4.53 4.45  C26 1.089
33 H 3.08 3.23 4.70  C27 1.095
34 H 1.61 2.39 4.97  C27 1.094
35 H 2.02 3.79 6.00  C27 1.090
36 H 2.93 5.42 4.04  O28 0.963
37 C -4.25 1.08 -2.54  C38 1.515, H41 1.094, H42 1.089, H43 1.097
38 C -4.89 -0.20 -2.04  C37 1.515, C39 1.523, O40 1.423, H44 1.097
39 C -6.29 -0.39 -2.58  C38 1.523, H45 1.089, H46 1.089, H47 1.094
40 O -4.09 -1.31 -2.43  C38 1.423, H48 0.967
41 H -4.11 1.06 -3.63  C37 1.094
42 H -3.29 1.35 -2.11  C37 1.089
43 H -4.97 1.90 -2.40  C37 1.097
44 H -5.00 -0.18 -0.95  C38 1.097
45 H -6.99 0.39 -2.28  C39 1.089
46 H -6.66 -1.37 -2.28  C39 1.089
47 H -6.25 -0.36 -3.68  C39 1.094
48 H -3.26 -1.26 -1.93  O40 0.967
49 C 0.63 5.59 -4.06  C50 1.534, H53 1.096, H54 1.084, H55 1.092
50 C 0.20 4.16 -3.72  C49 1.534, C51 1.525, O52 1.434, H56 1.088
51 C -0.58 4.11 -2.41  C50 1.525, H57 1.094, H58 1.098, H59 1.088
52 O -0.66 3.73 -4.79  C50 1.434, H60 0.960
53 H 1.19 6.03 -3.23  C49 1.096
54 H -0.23 6.19 -4.34  C49 1.084
55 H 1.40 5.56 -4.84  C49 1.092
56 H 1.05 3.48 -3.70  C50 1.088
57 H -0.99 3.12 -2.20  C51 1.094
58 H -1.50 4.69 -2.53  C51 1.098
59 H -0.03 4.52 -1.57  C51 1.088
60 H -1.58 3.81 -4.53  O52 0.960
61 C 1.07 -3.54 -0.04  C62 1.501, H65 1.091, H66 1.101, H67 1.096
62 C -0.16 -4.35 0.25  C61 1.501, C63 1.545, O64 1.425, H68 1.093
63 C -0.72 -4.85 -1.10  C62 1.545, H69 1.094, H70 1.091, H71 1.091
64 O 0.15 -5.41 1.16  C62 1.425, H72 0.963
65 H 1.81 -4.17 -0.52  C61 1.091
66 H 1.55 -3.10 0.85  C61 1.101
67 H 0.91 -2.57 -0.52  C61 1.096
68 H -0.97 -3.74 0.64  C62 1.093
69 H 0.05 -5.14 -1.82  C63 1.094
70 H -1.33 -4.05 -1.52  C63 1.091
71 H -1.34 -5.75 -1.01  C63 1.091
72 H 1.07 -5.62 1.01  O64 0.963
73 C 4.61 -3.49 0.70  C74 1.525, H77 1.090, H78 1.089, H79 1.088
74 C 5.05 -3.16 -0.72  C73 1.525, C75 1.517, O76 1.432, H80 1.098
75 C 4.01 -2.39 -1.51  C74 1.517, H81 1.093, H82 1.093, H83 1.091
76 O 6.21 -2.32 -0.56  C74 1.432, H84 0.964
77 H 3.67 -4.04 0.65  C73 1.090
78 H 4.43 -2.57 1.24  C73 1.089
79 H 5.30 -4.12 1.25  C73 1.088
80 H 5.26 -4.11 -1.24  C74 1.098
81 H 3.64 -1.59 -0.86  C75 1.093
82 H 3.16 -3.01 -1.78  C75 1.093
83 H 4.41 -2.01 -2.45  C75 1.091
84 H 6.53 -2.08 -1.43  O76 0.964
85 C 0.70 0.88 -0.22  C86 1.528, H89 1.098, H90 1.092, H91 1.092
86 C -0.70 0.33 0.06  C85 1.528, C87 1.505, O88 1.445, H92 1.097
87 C -1.64 1.35 0.66  C86 1.505, H93 1.095, H94 1.096, H95 1.088
88 O -1.19 -0.16 -1.20  C86 1.445, H96 0.961
89 H 1.04 1.30 0.73  C85 1.098
90 H 0.75 1.68 -0.97  C85 1.092
91 H 1.42 0.11 -0.51  C85 1.092
92 H -0.61 -0.53 0.74  C86 1.097
93 H -1.16 1.75 1.56  C87 1.095
94 H -2.52 0.84 1.05  C87 1.096
95 H -2.02 2.12 -0.01  C87 1.088
96 H -0.55 0.09 -1.87  O88 0.961
97 C -4.87 2.59 2.46  O98 1.441, H99 1.091, H100 1.093, H101 1.088
98 O -5.06 1.84 1.25  C97 1.441, H102 0.962
99 H -5.20 3.62 2.29  C97 1.091
100 H -5.41 2.21 3.33  C97 1.093
101 H -3.81 2.58 2.67  C97 1.088
102 H -5.85 2.21 0.83  O98 0.962
103 C -0.84 -1.72 3.63  O104 1.451, H105 1.098, H106 1.084, H107 1.091
104 O -1.35 -1.00 4.78  C103 1.451, H108 0.964
105 H -1.15 -1.06 2.81  C103 1.098
106 H 0.23 -1.73 3.81  C103 1.084
107 H -1.29 -2.69 3.42  C103 1.091
108 H -2.31 -1.01 4.75  O104 0.964
109 C -5.23 -1.55 1.72  O110 1.429, H111 1.095, H112 1.084, H113 1.091
110 O -5.12 -0.64 2.82  C109 1.429, H114 0.965
111 H -4.48 -1.26 0.98  C109 1.095
112 H -4.99 -2.54 2.10  C109 1.084
113 H -6.22 -1.49 1.28  C109 1.091
114 H -5.11 0.27 2.49  O110 0.965

For the molar mass, the calculation gives 576.89 g/mol. For the orbital gap, the calculation gives 10.34 eV. Its structure (SMILES) is CC(C)O.CC(C)O.CC(C)O.CC(C)O.CC(C)O.CC(C)O.CC(C)O.CC(C)O.CO.CO.CO. As for the total charge: 0. As for the lowest unoccupied orbital energy: 0.35 eV. Its highest occupied orbital energy is -9.99 eV.

Atomic partial charges in e from the Mulliken method, atoms 1 to 6: atom 1 (C): -0.735, atom 2 (C): 0.265, atom 3 (C): -0.777, atom 4 (O): -0.585, atom 5 (H): 0.332, atom 6 (H): 0.012



Arrangement 2

Below is a 11-piece molecular cluster, C27H76O11 overall, with properties calculated with ωB97M-V with the def2-TZVPD basis set.

Bonds (Å) are listed after each position.
Geometry (Å):
1 C 3.47 -0.96 -2.55  C2 1.539, H5 1.090, H6 1.090, H7 1.090
2 C 2.12 -1.38 -3.16  C1 1.539, C3 1.521, O4 1.361, H8 1.090
3 C 1.92 -2.87 -3.36  C2 1.521, H9 1.090, H10 1.090, H11 1.090
4 O 1.23 -0.99 -2.20  C2 1.361, H12 0.960
5 H 4.33 -0.79 -3.20  C1 1.090
6 H 3.85 -1.76 -1.91  C1 1.090
7 H 3.50 -0.14 -1.83  C1 1.090
8 H 1.86 -0.76 -4.02  C2 1.090
9 H 2.38 -3.10 -4.32  C3 1.090
10 H 0.84 -3.01 -3.44  C3 1.090
11 H 2.42 -3.58 -2.69  C3 1.090
12 H 1.16 -1.71 -1.57  O4 0.960
13 C 1.53 -3.19 2.20  C14 1.536, H17 1.090, H18 1.090, H19 1.090
14 C 2.25 -2.96 0.87  C13 1.536, C15 1.561, O16 1.423, H20 1.090
15 C 3.36 -3.96 0.40  C14 1.561, H21 1.090, H22 1.090, H23 1.090
16 O 1.34 -2.95 -0.22  C14 1.423, H24 0.960
17 H 0.93 -4.09 2.11  C13 1.090
18 H 0.94 -2.35 2.56  C13 1.090
19 H 2.28 -3.46 2.95  C13 1.090
20 H 2.64 -1.94 0.95  C14 1.090
21 H 4.18 -4.17 1.08  C15 1.090
22 H 3.82 -3.65 -0.55  C15 1.090
23 H 3.06 -4.98 0.19  C15 1.090
24 H 0.93 -3.82 -0.26  O16 0.960
25 C 1.57 3.92 0.09  C26 1.493, H29 1.090, H30 1.090, H31 1.090
26 C 2.91 3.51 -0.43  C25 1.493, C27 1.632, O28 1.430, H32 1.090
27 C 4.11 3.75 0.64  C26 1.632, H33 1.090, H34 1.090, H35 1.090
28 O 3.01 2.10 -0.63  C26 1.430, H36 0.960
29 H 0.80 3.39 -0.46  C25 1.090
30 H 1.39 4.98 -0.11  C25 1.090
31 H 1.51 3.77 1.17  C25 1.090
32 H 3.07 4.03 -1.38  C26 1.090
33 H 5.08 3.33 0.37  C27 1.090
34 H 3.86 3.18 1.53  C27 1.090
35 H 4.26 4.76 1.04  C27 1.090
36 H 2.25 1.84 -1.16  O28 0.960
37 C 4.20 -0.03 4.31  C38 1.546, H41 1.090, H42 1.090, H43 1.090
38 C 4.13 0.52 2.86  C37 1.546, C39 1.528, O40 1.416, H44 1.090
39 C 5.18 -0.08 1.93  C38 1.528, H45 1.090, H46 1.090, H47 1.090
40 O 2.88 0.43 2.20  C38 1.416, H48 0.960
41 H 4.58 -1.05 4.42  C37 1.090
42 H 3.27 -0.12 4.86  C37 1.090
43 H 4.85 0.55 4.97  C37 1.090
44 H 4.24 1.59 3.01  C38 1.090
45 H 5.00 0.29 0.92  C39 1.090
46 H 4.99 -1.15 1.85  C39 1.090
47 H 6.16 0.16 2.34  C39 1.090
48 H 3.08 0.53 1.27  O40 0.960
49 C 2.05 2.15 -4.36  C50 1.484, H53 1.090, H54 1.090, H55 1.090
50 C 0.94 2.57 -3.48  C49 1.484, C51 1.476, O52 1.451, H56 1.090
51 C -0.41 2.63 -4.09  C50 1.476, H57 1.090, H58 1.090, H59 1.090
52 O 0.81 1.60 -2.41  C50 1.451, H60 0.960
53 H 2.39 2.87 -5.11  C49 1.090
54 H 1.96 1.13 -4.73  C49 1.090
55 H 2.90 1.94 -3.72  C49 1.090
56 H 1.14 3.54 -3.01  C50 1.090
57 H -1.16 2.79 -3.32  C51 1.090
58 H -0.66 1.73 -4.66  C51 1.090
59 H -0.60 3.37 -4.86  C51 1.090
60 H 0.74 0.68 -2.69  O52 0.960
61 C -3.48 -3.14 4.42  C62 1.566, H65 1.090, H66 1.090, H67 1.090
62 C -4.24 -2.12 3.52  C61 1.566, C63 1.566, O64 1.407, H68 1.090
63 C -3.43 -0.92 2.93  C62 1.566, H69 1.090, H70 1.090, H71 1.090
64 O -4.86 -2.89 2.52  C62 1.407, H72 0.960
65 H -2.84 -3.68 3.72  C61 1.090
66 H -4.18 -3.88 4.81  C61 1.090
67 H -2.81 -2.57 5.06  C61 1.090
68 H -5.12 -1.76 4.06  C62 1.090
69 H -4.16 -0.18 2.59  C63 1.090
70 H -2.98 -1.30 2.01  C63 1.090
71 H -2.70 -0.50 3.61  C63 1.090
72 H -5.36 -2.38 1.87  O64 0.960
73 C -4.09 1.57 -2.82  C74 1.483, H77 1.090, H78 1.090, H79 1.090
74 C -4.62 0.82 -3.98  C73 1.483, C75 1.557, O76 1.368, H80 1.090
75 C -5.26 1.74 -5.06  C74 1.557, H81 1.090, H82 1.090, H83 1.090
76 O -3.67 0.03 -4.57  C74 1.368, H84 0.960
77 H -4.72 1.93 -2.01  C73 1.090
78 H -3.62 2.48 -3.18  C73 1.090
79 H -3.32 0.93 -2.39  C73 1.090
80 H -5.31 0.08 -3.57  C74 1.090
81 H -6.20 2.21 -4.75  C75 1.090
82 H -5.56 1.11 -5.89  C75 1.090
83 H -4.60 2.57 -5.31  C75 1.090
84 H -3.08 -0.19 -3.84  O76 0.960
85 C -4.32 -2.39 -1.95  C86 1.502, H89 1.090, H90 1.090, H91 1.090
86 C -3.41 -2.34 -0.75  C85 1.502, C87 1.534, O88 1.380, H92 1.090
87 C -3.10 -3.70 -0.09  C86 1.534, H93 1.090, H94 1.090, H95 1.090
88 O -2.27 -1.73 -1.22  C86 1.380, H96 0.960
89 H -4.60 -1.38 -2.24  C85 1.090
90 H -5.31 -2.72 -1.63  C85 1.090
91 H -3.95 -2.95 -2.81  C85 1.090
92 H -3.70 -1.65 0.04  C86 1.090
93 H -2.74 -4.40 -0.85  C87 1.090
94 H -3.94 -4.12 0.46  C87 1.090
95 H -2.39 -3.60 0.73  C87 1.090
96 H -1.52 -2.03 -0.70  O88 0.960
97 C -3.75 2.46 3.85  O98 1.443, H99 1.090, H100 1.090, H101 1.090
98 O -3.04 2.80 2.64  C97 1.443, H102 0.960
99 H -4.65 1.84 3.80  C97 1.090
100 H -3.05 2.07 4.59  C97 1.090
101 H -4.17 3.37 4.26  C97 1.090
102 H -2.75 1.97 2.25  O98 0.960
103 C 2.12 3.04 4.16  O104 1.366, H105 1.090, H106 1.090, H107 1.090
104 O 1.45 1.86 4.00  C103 1.366, H108 0.960
105 H 1.68 3.82 4.78  C103 1.090
106 H 3.03 2.87 4.74  C103 1.090
107 H 2.45 3.60 3.28  C103 1.090
108 H 1.88 1.34 3.32  O104 0.960
109 C -0.11 0.60 0.97  O110 1.487, H111 1.090, H112 1.090, H113 1.090
110 O -1.55 0.54 0.62  C109 1.487, H114 0.960
111 H 0.51 -0.23 0.62  C109 1.090
112 H 0.23 1.47 0.41  C109 1.090
113 H 0.10 0.80 2.02  C109 1.090
114 H -1.73 0.22 -0.26  O110 0.960

For the molar mass, the calculation gives 576.89 g/mol. For the orbital gap, the calculation gives 10.12 eV. Its structure (SMILES) is CC(C)O.CC(C)O.CC(C)O.CC(C)O.CC(C)O.CC(C)O.CC(C)O.CC(C)O.CO.CO.CO. As for the total charge: 0. As for the lowest unoccupied orbital energy: 0.43 eV. Its highest occupied orbital energy is -9.69 eV.

Atomic partial charges in e from the Mulliken method, atoms 1 to 6: atom 1 (C): -0.870, atom 2 (C): 1.156, atom 3 (C): -1.564, atom 4 (O): -0.093, atom 5 (H): 0.311, atom 6 (H): 0.111



Quick look at relative energies in hartree: arrangement 1 0.0000; arrangement 2 0.0507.